<1>
# C4H13N3

An isolated ion of composition C4H13N3 and charge +2 (wB97M-V/def2-TZVPD, OMol25).

The calculation puts the LUMO energy at -8.90 eV. Its SMILES is C=[NH+]CN([NH3+])CC. For the highest occupied orbital energy, the calculation gives -19.103 eV. The charge is +2.

Last column: Mulliken charge in e.
Element x y z (Å)
C (3.344, 0.371, -0.194)  -0.130
C (1.118, -0.051, 0.630)  -0.616
C (-2.426, 0.598, -0.479)  -1.525
C (-1.182, 0.646, 0.420)  -0.462
N (2.090, 0.572, -0.226)  0.001
N (-0.875, -1.536, -0.255)  -0.337
N (-0.144, -0.238, -0.150)  -0.036
H (3.732, -0.149, 0.546)  0.325
H (4.116, 0.895, -0.814)  0.275
H (1.333, -1.063, 1.125)  0.453
H (1.035, 0.582, 1.441)  0.445
H (-2.235, 0.761, -1.460)  0.442
H (-3.168, -0.214, -0.405)  0.536
H (-3.121, 1.285, -0.030)  0.407
H (-1.476, 0.492, 1.401)  0.408
H (-0.670, 1.684, 0.429)  0.410
H (1.830, 1.101, -1.047)  0.350
H (-1.887, -1.274, -0.121)  0.212
H (-0.843, -1.981, -1.160)  0.372
H (-0.569, -2.484, 0.349)  0.469

---

<2>
# C4H13N3

C4H13N3 as an isolated structure (wB97M-V/def2-TZVPD, OMol25).

The calculation puts the LUMO energy at -7.88 eV. For the highest occupied orbital energy, the calculation gives -16.930 eV. The charge is +2.

Last column: Mulliken charge in e.
Element x y z (Å)
C (-1.534, -0.281, 0.710)  -0.208
C (-0.700, 0.602, -0.157)  -0.719
C (0.584, -0.293, -0.205)  0.659
C (1.713, 0.232, 0.331)  -0.861
N (2.989, 0.387, -0.364)  -0.271
N (0.684, -1.191, -1.245)  -0.571
N (-3.300, 0.447, 1.005)  -0.578
H (-1.323, -0.306, 1.768)  0.381
H (-2.020, -1.069, 0.153)  0.279
H (-1.024, 0.765, -1.180)  0.443
H (-0.448, 1.526, 0.357)  0.405
H (1.666, 0.839, 1.217)  0.405
H (3.000, -0.112, -1.265)  0.384
H (3.762, -0.031, 0.165)  0.376
H (3.311, 1.331, -0.610)  0.370
H (-0.193, -1.530, -1.623)  0.261
H (1.246, -2.018, -1.090)  0.279
H (-3.764, 0.958, 1.755)  0.317
H (-3.053, 1.164, 0.326)  0.319
H (-3.986, -0.193, 0.603)  0.329

---

The most stable of them is <2>.

---

<1>
# C3H2Br2

C3H2Br2 as an isolated structure (wB97M-V/def2-TZVPD, OMol25).

The calculation puts the LUMO energy (alpha / beta) at -0.91 / -1.67 eV. For the highest occupied orbital energy (alpha / beta), the calculation gives -8.812 / -9.766 eV.

Last column: Mulliken charge in e.
Element x y z (Å)
C (-1.462, 0.540, -0.136)  -0.510
C (0.905, -0.295, -0.374)  0.114
C (-0.183, 0.669, -0.013)  -0.180
Br (2.371, -0.141, 0.819)  -0.065
Br (0.338, -2.073, -0.312)  -0.065
H (-2.087, -0.228, -0.378)  0.362
H (0.118, 1.528, 0.394)  0.343

---

<2>
# C3H2Br2

One molecule with the formula C3H2Br2 (wB97M-V/def2-TZVPD, OMol25).

The calculation puts the LUMO energy (alpha / beta) at -1.13 / -1.13 eV. For the highest occupied orbital energy (alpha / beta), the calculation gives -8.359 / -8.360 eV.

Last column: Mulliken charge in e.
Element x y z (Å)
C (-0.028, 1.000, 0.690)  -0.354
C (-0.502, -0.573, -0.867)  -0.293
C (0.615, -0.178, 0.033)  0.061
Br (-1.135, 2.074, -0.151)  0.081
Br (-1.352, -2.001, -0.033)  -0.056
H (1.444, 0.509, -0.515)  0.278
H (0.958, -0.832, 0.843)  0.284

---

The most stable of them is <1>.

---

<1>
# C5H11OPS

A 2-piece molecular cluster, C5H11OPS overall (wB97M-V/def2-TZVPD, OMol25).

The calculation puts the LUMO energy (alpha / beta) at -1.73 / -1.73 eV. For the highest occupied orbital energy (alpha / beta), the calculation gives -8.972 / -8.973 eV.

Last column: Mulliken charge in e.
Element x y z (Å)
C (1.417, 1.026, -0.974)  0.116
C (0.466, 0.237, -0.528)  -0.298
C (2.506, 0.608, -1.930)  -1.210
C (-1.043, -2.041, 1.245)  -0.944
C (-1.809, -0.684, 1.037)  -0.568
O (-2.287, 2.484, -0.065)  -0.714
P (-0.551, 0.687, 0.832)  0.507
S (0.557, 0.849, 2.468)  -0.312
H (1.598, 2.059, -0.432)  0.224
H (0.086, -0.756, -0.794)  0.310
H (2.752, 1.405, -2.698)  0.319
H (2.318, -0.358, -2.164)  0.395
H (3.403, 0.559, -1.254)  0.290
H (-0.046, -2.134, 0.704)  0.257
H (-0.775, -2.225, 2.348)  0.290
H (-1.634, -2.895, 1.008)  0.349
H (-2.244, -0.386, 1.974)  0.335
H (-2.521, -0.790, 0.269)  0.400
H (-2.191, 2.357, -1.046)  0.253

---

<2>
# C5H11OPS

One molecule with the formula C5H11OPS (wB97M-V/def2-TZVPD, OMol25).

The calculation puts the LUMO energy at 0.59 eV. For the highest occupied orbital energy, the calculation gives -7.994 eV.

Last column: Mulliken charge in e.
Element x y z (Å)
C (-2.508, 0.081, -0.268)  -0.231
C (-0.212, -1.734, 0.877)  -1.474
C (-1.025, 0.199, -0.491)  -0.371
C (-0.201, -0.248, 0.669)  0.857
C (1.152, 0.194, 0.570)  -0.702
O (-3.303, -0.059, -1.145)  -0.498
P (1.717, 1.664, -0.069)  -0.036
S (2.174, -0.765, -0.674)  -0.324
H (-2.743, 0.112, 0.739)  0.469
H (0.475, -2.038, 1.819)  0.310
H (-1.186, -2.157, 1.167)  0.380
H (0.340, -2.166, 0.134)  0.466
H (-0.771, -0.373, -1.428)  0.174
H (-0.961, 1.252, -0.724)  0.331
H (-0.578, 0.134, 1.650)  0.249
H (1.468, 3.014, 0.484)  0.088
H (1.795, 1.987, -1.443)  0.074
H (3.053, 1.581, 0.036)  0.108
H (1.316, -0.679, -1.903)  0.129

---

The most stable of them is <1>.

---

<1>
# C3H2Cl3NO

A 2-piece molecular cluster, C3H2Cl3NO overall (wB97M-V/def2-TZVPD, OMol25).

The calculation puts the LUMO energy at -0.26 eV. For the highest occupied orbital energy, the calculation gives -9.662 eV.

Last column: Mulliken charge in e.
Element x y z (Å)
C (-0.144, 1.609, 0.131)  0.493
C (-0.142, 0.208, 0.340)  -0.377
C (-2.257, 0.045, -0.008)  0.337
N (-0.095, 2.726, -0.137)  -0.366
O (0.396, -0.654, -0.511)  -0.415
Cl (-2.849, -0.970, 1.231)  -0.138
Cl (-2.154, -0.835, -1.535)  -0.172
Cl (-3.156, 1.567, -0.056)  -0.112
H (-0.334, -0.041, 1.414)  0.417
H (0.067, -0.352, -1.320)  0.333

---

<2>
# C3H2Cl3NO

A 2-piece molecular cluster, C3H2Cl3NO overall (wB97M-V/def2-TZVPD, OMol25).

The calculation puts the LUMO energy at -0.67 eV. Its SMILES is N#CC(=O)C(Cl)Cl.Cl. For the highest occupied orbital energy, the calculation gives -11.326 eV.

Last column: Mulliken charge in e.
Element x y z (Å)
C (-2.192, -1.126, -0.112)  0.097
C (-0.252, 0.319, 0.482)  0.571
C (-0.682, -1.033, -0.201)  0.486
N (-3.336, -1.209, 0.020)  -0.315
O (0.051, -1.839, -0.687)  -0.444
Cl (-1.300, 1.626, -0.130)  -0.123
Cl (-0.543, -0.144, 2.154)  -0.120
Cl (3.140, 1.201, -0.640)  -0.289
H (0.810, 0.618, 0.438)  -0.155
H (4.304, 1.586, -1.323)  0.293

---

The most stable of them is <2>.

---

<1>
# C8H11NO3

A 2-piece molecular cluster, C8H11NO3 overall (wB97M-V/def2-TZVPD, OMol25).

The calculation puts the LUMO energy at 0.81 eV. Its SMILES is C#CCC(C)=O.C1=NOCCO1. For the highest occupied orbital energy, the calculation gives -9.081 eV.

Last column: Mulliken charge in e.
Element x y z (Å)
C (3.295, 0.703, -0.971)  -0.367
C (2.898, -0.751, -0.825)  -0.415
C (2.791, 0.721, 1.296)  0.016
C (-2.400, -1.169, 1.291)  -1.156
C (-1.772, -0.886, -0.051)  0.618
C (-2.522, 0.052, -1.007)  -0.635
C (-3.378, 1.050, -0.369)  -0.436
C (-4.078, 1.870, 0.171)  0.140
H (2.473, 1.278, -1.417)  0.262
H (4.204, 0.834, -1.570)  0.305
H (2.608, -1.195, -1.784)  0.370
H (3.725, -1.328, -0.390)  0.241
H (2.942, 1.204, 2.262)  0.397
H (-2.420, -0.251, 1.892)  0.317
H (-1.828, -1.948, 1.806)  0.332
H (-3.443, -1.485, 1.168)  0.368
H (-1.775, 0.523, -1.656)  0.313
H (-3.127, -0.594, -1.660)  0.272
H (-4.710, 2.597, 0.647)  0.395
N (1.916, -0.210, 1.244)  -0.398
O (1.760, -0.843, 0.007)  -0.076
O (3.580, 1.220, 0.329)  -0.334
O (-0.738, -1.393, -0.412)  -0.528

---

<2>
# C8H11NO3

One molecule with the formula C8H11NO3 (wB97M-V/def2-TZVPD, OMol25).

The calculation puts the LUMO energy at 0.72 eV. Its SMILES is CC(=O)[C@@]1(C)C=CC=CN(O)O1. For the highest occupied orbital energy, the calculation gives -7.601 eV.

Last column: Mulliken charge in e.
Element x y z (Å)
C (-1.136, 1.281, 1.190)  -0.261
C (0.134, 0.863, 0.992)  -1.150
C (-2.376, 0.727, 0.760)  -0.584
C (0.415, -0.498, 0.516)  1.685
C (-2.549, -0.518, 0.330)  -0.350
C (0.195, -0.587, -0.994)  0.476
C (1.793, -1.126, 0.775)  -1.379
C (0.832, 0.541, -1.686)  -1.336
N (-1.826, -1.594, 0.571)  0.268
O (-2.056, -2.888, 0.160)  -0.478
O (-0.675, -1.385, 1.249)  -0.403
O (-0.328, -1.561, -1.527)  -0.626
H (-1.293, 2.333, 1.557)  0.265
H (0.906, 1.461, 1.285)  0.527
H (-3.153, 1.369, 0.540)  0.417
H (-3.459, -0.797, -0.089)  0.448
H (2.277, -1.549, -0.102)  0.334
H (1.620, -1.958, 1.594)  0.331
H (2.442, -0.287, 1.160)  0.309
H (1.065, 0.322, -2.725)  0.394
H (1.819, 0.739, -1.211)  0.345
H (0.309, 1.448, -1.679)  0.363
H (-1.544, -3.015, -0.810)  0.406

---

The most stable of them is <1>.

---

<1>
# C4H12NO2

A 3-piece molecular cluster, C4H12NO2 overall (wB97M-V/def2-TZVPD, OMol25).

The calculation puts the LUMO energy at -4.44 eV. For the highest occupied orbital energy, the calculation gives -13.794 eV. The charge is +1.

Last column: Mulliken charge in e.
Element x y z (Å)
C (-0.395, -1.119, 1.779)  -1.490
C (-0.744, -0.039, 0.818)  1.072
C (-1.971, 0.506, 0.627)  -0.973
C (1.554, 0.101, 0.051)  -0.315
N (0.312, 0.473, 0.034)  0.130
H (0.289, -0.745, 2.570)  0.382
H (-1.353, -1.490, 2.287)  0.336
H (0.028, -1.962, 1.304)  0.392
H (-2.160, 1.256, -0.054)  0.429
H (-2.840, 0.157, 1.228)  0.240
H (2.277, 0.563, -0.653)  0.279
H (1.832, -0.690, 0.694)  0.370
H (0.103, 1.275, -0.581)  0.146
H (0.639, -3.157, -1.095)  0.306
H (2.041, -2.824, -1.546)  0.294
O (1.319, -2.473, -0.986)  -0.565
H (-0.395, 3.563, -1.281)  0.300
H (-0.538, 2.729, -2.503)  0.299
O (-0.415, 2.637, -1.547)  -0.631

---

<2>
# C4H12NO2

A 2-piece molecular cluster, C4H12NO2 overall (wB97M-V/def2-TZVPD, OMol25).

The calculation puts the LUMO energy at -3.17 eV. For the highest occupied orbital energy, the calculation gives -14.206 eV. The charge is +1.

Last column: Mulliken charge in e.
Element x y z (Å)
C (1.227, -1.337, 1.439)  -1.503
C (0.356, -0.253, 0.767)  0.323
C (-1.061, -0.455, 1.242)  -0.828
C (-2.261, 0.357, 0.504)  0.027
O (-2.176, 0.642, -0.692)  -0.546
N (0.511, -0.346, -0.809)  -0.210
H (1.076, -2.401, 1.124)  0.401
H (0.943, -1.256, 2.542)  0.343
H (2.266, -1.330, 1.177)  0.436
H (0.744, 0.600, 1.172)  0.235
H (-1.067, -0.028, 2.373)  0.386
H (-1.381, -1.480, 1.339)  0.353
H (-3.044, 0.663, 1.056)  0.498
H (0.585, -1.252, -1.198)  0.341
H (1.352, 0.213, -1.086)  0.429
H (-0.272, 0.126, -1.088)  0.335
H (2.535, 2.194, -1.592)  0.363
H (1.959, 1.372, -2.886)  0.373
O (2.321, 1.248, -1.930)  -0.755

---

<3>
# C4H12NO2

A 2-piece molecular cluster, C4H12NO2 overall (wB97M-V/def2-TZVPD, OMol25).

The calculation puts the LUMO energy (alpha / beta) at -3.78 / -3.26 eV. For the highest occupied orbital energy (alpha / beta), the calculation gives -11.149 / -11.739 eV. The charge is +1.

Last column: Mulliken charge in e.
Element x y z (Å)
C (-1.915, -1.189, 0.167)  -0.945
C (1.645, -0.794, -0.118)  -0.365
C (0.793, 0.206, -0.857)  -0.556
C (-1.768, 0.217, -0.110)  0.047
N (1.030, 1.650, -0.363)  -0.191
O (1.990, -0.424, 1.222)  -0.591
O (-1.781, 1.211, 0.756)  -0.498
H (-3.006, -1.361, 0.173)  0.329
H (-1.394, -1.226, 1.091)  0.357
H (-1.529, -1.947, -0.661)  0.244
H (2.643, -0.925, -0.760)  0.295
H (1.194, -1.797, -0.305)  0.336
H (0.491, 0.200, -1.912)  0.434
H (-1.934, 0.572, -1.114)  0.485
H (0.171, 2.012, 0.043)  0.261
H (1.181, 2.321, -1.071)  0.344
H (1.804, 1.456, 0.233)  0.311
H (2.103, -1.099, 1.863)  0.318
H (-1.719, 0.917, 1.723)  0.386

---

The most stable of them is <1>.